[1]
{"formula": "C25H24F3MgN5SbSe4", "method": "ωB97M-V/def2-TZVPD", "charge": -1, "e_lumo_ev": 1.7623, "total_energy_ha": -11586.790512, "homo_lumo_gap_ev": 4.45, "symbols": ["Mg", "C", "C", "C", "C", "C", "C", "C", "N", "N", "C", "C", "C", "C", "C", "C", "N", "C", "C", "C", "C", "C", "C", "N", "H", "H", "H", "H", "H", "H", "H", "H", "H", "H", "H", "H", "H", "H", "H", "H", "H", "H", "H", "H", "Se", "Sb", "Se", "Se", "Se", "F", "C", "F", "F", "C", "C", "C", "N", "C", "C", "H", "H", "H", "H"], "coordinates": [[0.367335, 0.164852, -0.366199], [-0.103414, -0.738059, 2.426211], [0.710367, -2.004740, 2.118741], [0.275104, -2.727489, 0.875504], [-0.151282, -4.046893, 0.930897], [-0.501244, -4.698248, -0.241080], [-0.396086, -4.011638, -1.437246], [0.028984, -2.692905, -1.411208], [0.351162, -2.057589, -0.282553], [0.448983, 0.475525, 1.802999], [1.786758, 0.822959, 2.303404], [2.692648, 1.303475, 1.193942], [3.750546, 2.159035, 1.456805], [4.547334, 2.570222, 0.407723], [4.279906, 2.086657, -0.864727], [3.227195, 1.211460, -1.035586], [2.440856, 0.822181, -0.023495], [-0.465879, 1.609308, 2.035452], [-1.687583, 1.560171, 1.174995], [-2.871344, 2.157942, 1.572146], [-3.892041, 2.289406, 0.645218], [-3.687167, 1.832593, -0.645249], [-2.495149, 1.197046, -0.941140], [-1.525985, 1.028445, -0.041851], [-0.172699, -0.604282, 3.514854], [-1.117816, -0.861870, 2.038371], [0.647444, -2.686986, 2.966235], [1.762776, -1.745493, 1.985760], [-0.208812, -4.552552, 1.886258], [-0.847662, -5.724058, -0.219527], [-0.645387, -4.476187, -2.381157], [0.104895, -2.106476, -2.322376], [2.250648, -0.053622, 2.759754], [1.725069, 1.588639, 3.081622], [3.904965, 2.535972, 2.459506], [5.340485, 3.288337, 0.569774], [4.857583, 2.407550, -1.719696], [2.968882, 0.812452, -2.008177], [0.069194, 2.538286, 1.754922], [-0.731573, 1.687346, 3.098611], [-2.959766, 2.559141, 2.573624], [-4.813770, 2.789817, 0.914271], [-4.407484, 1.995810, -1.433556], [-2.278949, 0.865283, -1.950062], [-0.498486, 4.138011, -0.924837], [-0.080374, 2.994415, -3.250866], [0.333932, 0.352832, -2.853654], [1.491585, 4.068938, 0.258943], [-2.425162, 3.052501, -3.906700], [-6.574660, -5.193983, 0.028855], [-6.296075, -4.251122, -0.890350], [-7.385632, -3.468618, -0.992735], [-6.153141, -4.877066, -2.071361], [-5.075030, -3.457988, -0.531438], [-4.580628, -3.456670, 0.762772], [-3.454574, -2.692877, 1.023844], [-2.818818, -1.970834, 0.106639], [-3.301413, -1.991594, -1.134722], [-4.429651, -2.708278, -1.501438], [-5.052307, -4.036255, 1.543499], [-3.036772, -2.663838, 2.025933], [-2.747862, -1.422412, -1.874948], [-4.787463, -2.684686, -2.521749]], "atomic_forces_ev_per_a": [[0.54, 0.35, -0.87], [0.12, -0.09, 0.07], [-0.11, 0.10, -0.10], [0.06, -0.13, -0.04], [-0.01, -0.01, 0.02], [0.00, 0.06, -0.06], [0.00, -0.07, 0.08], [0.01, -0.07, -0.13], [-0.17, -0.04, 0.28], [-0.23, -0.06, 0.35], [0.13, 0.07, -0.10], [-0.03, -0.07, -0.13], [0.20, -0.09, 0.09], [-0.01, -0.05, 0.00], [0.04, -0.09, 0.02], [0.12, -0.02, 0.01], [0.18, -0.18, 0.20], [0.01, 0.25, 0.06], [-0.16, -0.01, 0.03], [0.11, -0.03, 0.04], [0.01, -0.01, -0.12], [-0.09, 0.07, 0.14], [0.04, -0.01, -0.16], [-0.29, 0.05, 0.38], [0.01, 0.04, 0.00], [-0.04, 0.02, 0.06], [0.01, -0.01, 0.00], [0.02, -0.05, 0.08], [0.01, 0.01, 0.00], [0.01, 0.00, 0.01], [0.00, 0.02, 0.00], [-0.01, 0.06, 0.06], [-0.03, 0.01, 0.03], [-0.04, 0.02, -0.01], [-0.04, 0.03, -0.01], [0.02, -0.02, 0.01], [-0.02, -0.02, -0.01], [-0.11, 0.05, -0.01], [0.06, -0.13, -0.04], [0.00, -0.10, 0.01], [-0.01, 0.01, 0.00], [-0.01, -0.01, 0.00], [0.03, -0.02, -0.02], [0.02, -0.05, 0.01], [-0.48, -0.09, -0.45], [0.13, -0.18, 0.26], [-0.10, 0.29, -0.26], [0.21, 0.20, 0.32], [-0.18, -0.02, -0.11], [-0.01, 0.01, -0.03], [-0.09, -0.03, 0.00], [0.00, -0.01, 0.01], [-0.01, -0.01, 0.01], [0.20, 0.08, 0.04], [-0.08, -0.05, -0.02], [0.06, 0.10, 0.01], [-0.08, -0.17, 0.07], [0.16, 0.09, -0.04], [-0.09, -0.07, 0.00], [0.00, 0.01, 0.00], [-0.03, -0.02, 0.00], [-0.02, 0.07, 0.01], [0.03, 0.00, -0.01]]}

=====

[2]
{"formula": "C25H24F3N5O3", "method": "ωB97M-V/def2-TZVPD", "e_lumo_ev": 0.3559, "total_energy_ha": -1766.157779, "homo_lumo_gap_ev": 8.16, "symbols": ["C", "O", "C", "C", "C", "C", "C", "N", "C", "O", "C", "C", "O", "N", "N", "C", "C", "C", "C", "C", "N", "C", "C", "C", "C", "C", "C", "F", "F", "F", "C", "C", "C", "C", "C", "N", "H", "H", "H", "H", "H", "H", "H", "H", "H", "H", "H", "H", "H", "H", "H", "H", "H", "H", "H", "H", "H", "H", "H", "H"], "coordinates": [[5.237137, -0.353229, 0.142524], [4.781992, -1.457833, 0.883690], [3.403195, -1.720178, 0.729011], [2.557064, -0.654890, 1.381621], [2.496597, -0.558133, 2.762490], [1.774013, 0.475321, 3.348079], [1.647813, 0.593833, 4.831196], [1.170192, 1.410617, 2.623603], [1.216348, 1.347018, 1.308372], [0.687443, 2.335722, 0.575293], [-0.233807, 3.183962, 1.227439], [-1.580103, 2.444907, 1.303808], [-1.633486, 1.235388, 1.301721], [-2.650473, 3.275678, 1.342947], [-3.976462, 2.874007, 1.333374], [-4.328469, 2.014804, 0.458482], [-3.494473, 1.499252, -0.606275], [-2.661949, 2.278150, -1.460324], [-1.900004, 1.422818, -2.197615], [-0.865860, 1.732831, -3.217943], [-2.206910, 0.135967, -1.800757], [-1.444330, -0.998639, -2.107226], [-1.220285, -1.392218, -3.421808], [-0.444389, -2.505509, -3.690882], [0.100602, -3.247548, -2.658917], [-0.126875, -2.850885, -1.346781], [0.425052, -3.680431, -0.225540], [-0.358471, -4.745810, 0.043166], [1.642360, -4.181619, -0.494144], [0.540624, -3.008244, 0.930677], [-0.885896, -1.729136, -1.061944], [-3.187105, 0.178353, -0.843207], [-3.762655, -1.027105, -0.191871], [1.883751, 0.306382, 0.620351], [1.826433, 0.246732, -0.781753], [1.752541, 0.177174, -1.926322], [4.989744, -0.460045, -0.920458], [6.318141, -0.328859, 0.264914], [4.810996, 0.588854, 0.508593], [3.239902, -2.681709, 1.220989], [3.149414, -1.808592, -0.337800], [3.008419, -1.283615, 3.373874], [1.031798, -0.220041, 5.210823], [1.178899, 1.538634, 5.088714], [2.625142, 0.526068, 5.304382], [-0.308616, 4.080158, 0.609776], [0.120391, 3.428894, 2.234986], [-2.531162, 4.237621, 1.626740], [-5.343697, 1.652679, 0.567741], [-2.666392, 3.348382, -1.535842], [-0.615636, 2.788815, -3.160030], [0.037419, 1.149759, -3.041598], [-1.222874, 1.524592, -4.227052], [-1.660682, -0.830044, -4.229837], [-0.268680, -2.802420, -4.713001], [0.701602, -4.120116, -2.861913], [-1.029578, -1.399942, -0.044440], [-3.588821, -1.918247, -0.791510], [-4.834879, -0.892807, -0.056888], [-3.322005, -1.175529, 0.794300]], "atomic_forces_ev_per_a": [[0.06, 0.17, -0.10], [-0.05, -0.18, 0.18], [0.03, -0.20, -0.07], [-0.06, 0.25, -0.02], [-0.08, 0.08, -0.15], [0.22, -0.20, -0.12], [-0.01, -0.03, 0.04], [-0.22, 0.33, -0.33], [0.45, -0.49, 0.23], [0.10, -0.11, -0.13], [-0.21, -0.01, 0.19], [0.41, 0.09, 0.09], [0.09, -0.05, 0.12], [-0.13, 0.25, -0.35], [-0.57, 0.20, 0.61], [0.31, -0.26, 0.06], [0.24, -0.45, -0.55], [-0.09, -0.19, -0.13], [0.20, 0.51, 0.03], [-0.01, -0.13, -0.05], [-0.31, 0.38, 0.01], [0.39, -0.67, -0.13], [-0.12, 0.10, 0.21], [0.08, -0.08, 0.03], [-0.01, 0.08, 0.15], [0.02, 0.00, 0.01], [-0.05, -0.35, 0.22], [-0.15, -0.02, -0.10], [0.17, 0.03, -0.24], [-0.06, 0.31, 0.05], [0.04, -0.02, -0.20], [-0.61, 0.35, 0.25], [0.12, 0.04, 0.05], [-0.19, 0.28, 1.19], [-0.02, 0.02, -0.80], [0.16, -0.05, -0.16], [0.02, 0.01, 0.02], [-0.02, 0.08, -0.05], [0.04, -0.02, -0.02], [-0.10, 0.11, -0.12], [0.02, -0.06, 0.15], [0.07, -0.10, 0.09], [-0.03, -0.05, 0.09], [0.00, 0.02, 0.03], [0.05, -0.02, 0.09], [0.01, -0.09, 0.06], [-0.11, 0.06, -0.18], [0.04, -0.20, -0.04], [-0.16, 0.09, 0.02], [0.08, 0.20, -0.08], [0.02, 0.06, 0.00], [0.02, 0.08, -0.11], [0.03, 0.02, -0.10], [-0.06, 0.08, -0.06], [0.01, -0.01, -0.10], [0.06, -0.07, -0.03], [-0.01, 0.06, 0.12], [-0.09, -0.07, 0.03], [-0.05, -0.04, 0.00], [0.03, -0.10, 0.08]]}

=====

[3]
{"formula": "C25H24FMnN2O8", "method": "ωB97M-V/def2-TZVPD", "charge": -1, "e_lumo_ev": [2.3138, 2.3124], "total_energy_ha": -2929.656357, "homo_lumo_gap_ev": [7.59, 8.23], "multiplicity": 6, "symbols": ["Mn", "O", "C", "O", "C", "C", "C", "C", "C", "N", "C", "O", "O", "H", "H", "H", "C", "C", "C", "C", "C", "C", "C", "F", "C", "C", "C", "O", "C", "C", "N", "C", "C", "O", "O", "H", "H", "H", "H", "H", "H", "H", "H", "H", "H", "H", "C", "C", "O", "C", "C", "H", "H", "H", "H", "H", "H", "H", "H", "H", "H"], "coordinates": [[1.714823, 1.496419, -0.233977], [0.964801, 5.033909, -2.457777], [0.993236, 4.049003, -1.723701], [1.904086, 3.166702, -1.607748], [-0.208698, 3.808171, -0.809351], [-1.442392, 4.424999, -0.941534], [-2.467281, 4.019626, -0.093857], [-2.242419, 3.023618, 0.850306], [-0.974382, 2.469766, 0.920262], [-0.008168, 2.883787, 0.116102], [-0.575162, 1.304365, 1.829728], [-1.446814, 0.838680, 2.567164], [0.625063, 0.924397, 1.669944], [-1.574544, 5.181503, -1.702194], [-3.451065, 4.465629, -0.185022], [-3.014280, 2.653564, 1.510450], [-1.047970, -4.868476, 1.717887], [-1.949266, -4.226192, 0.675542], [-3.331276, -3.961165, 1.248867], [-4.245956, -3.377020, 0.188795], [-3.627329, -2.138864, -0.398306], [-4.404194, -1.130541, -0.914657], [-3.814013, 0.015749, -1.440095], [-4.627568, 0.982563, -1.921788], [-2.463981, 0.183266, -1.465456], [-1.654897, -0.832980, -0.943704], [-0.197909, -0.618202, -0.930361], [0.261417, 0.432058, -1.416620], [0.580609, -1.642728, -0.319783], [-0.053657, -2.748297, 0.150090], [-1.387293, -2.955674, 0.154751], [-2.223780, -1.986404, -0.401322], [2.085667, -1.572110, -0.112477], [2.680577, -2.642089, 0.033260], [2.580745, -0.406013, -0.040914], [-1.592079, -5.698217, 2.171189], [-0.791117, -4.153909, 2.502125], [-0.126690, -5.270134, 1.300780], [-2.057236, -4.913954, -0.171840], [-3.235567, -3.269724, 2.091768], [-3.731309, -4.901674, 1.630465], [-5.228197, -3.139003, 0.598674], [-4.402357, -4.121776, -0.599321], [-5.484771, -1.213761, -0.903332], [-2.002377, 1.079008, -1.861012], [0.570351, -3.518484, 0.575451], [3.892495, 1.623573, 2.281851], [4.647031, 1.398595, 0.995990], [3.978486, 2.089345, -0.066859], [4.717557, 2.135857, -1.288639], [4.352640, 1.020281, -2.245128], [4.393613, 1.092374, 3.094043], [2.874274, 1.232820, 2.238361], [3.850632, 2.686284, 2.527925], [4.698950, 0.333783, 0.763046], [5.663994, 1.801438, 1.067406], [5.783957, 2.101254, -1.042752], [4.494368, 3.104178, -1.734824], [4.554169, 0.036166, -1.822887], [4.927338, 1.145943, -3.167126], [3.295118, 1.068700, -2.507881]], "atomic_forces_ev_per_a": [[0.05, 0.24, 0.26], [0.03, -0.05, -0.05], [0.01, 0.01, 0.03], [0.02, 0.06, -0.18], [-0.05, 0.00, 0.01], [-0.04, 0.01, 0.05], [-0.01, -0.01, 0.01], [-0.02, 0.05, -0.03], [-0.02, 0.09, 0.03], [0.13, -0.16, -0.10], [-0.02, -0.05, -0.08], [0.07, -0.01, 0.04], [-0.10, -0.09, 0.06], [-0.01, 0.00, 0.00], [0.01, 0.00, 0.01], [0.00, 0.01, -0.01], [-0.01, -0.03, 0.07], [0.10, 0.15, -0.09], [-0.02, 0.03, 0.10], [0.00, 0.00, -0.04], [0.16, -0.06, 0.02], [-0.09, 0.07, -0.05], [-0.08, -0.05, 0.03], [-0.01, -0.01, 0.00], [0.00, 0.05, -0.06], [0.25, 0.05, -0.02], [-0.11, 0.08, 0.16], [-0.12, 0.01, -0.27], [-0.12, -0.07, -0.12], [0.07, -0.01, 0.07], [-0.15, -0.05, -0.06], [-0.01, -0.15, 0.11], [-0.15, 0.02, 0.26], [0.07, 0.04, -0.05], [0.21, -0.13, -0.26], [0.02, 0.00, 0.00], [-0.02, -0.01, -0.01], [-0.01, 0.00, -0.01], [0.00, 0.01, -0.03], [-0.01, -0.01, -0.01], [-0.01, 0.00, 0.01], [0.00, 0.00, 0.02], [-0.02, 0.00, -0.01], [0.02, 0.02, -0.01], [0.01, -0.03, 0.02], [0.00, 0.00, -0.01], [-0.06, -0.02, 0.11], [0.09, -0.02, -0.16], [-0.04, -0.08, 0.38], [-0.06, 0.11, -0.05], [0.03, -0.05, -0.06], [0.05, 0.05, 0.00], [0.00, -0.01, -0.08], [0.01, -0.01, 0.00], [-0.01, -0.02, -0.02], [0.02, 0.02, 0.03], [0.02, 0.01, -0.01], [-0.06, -0.03, -0.01], [0.01, 0.01, 0.01], [0.00, -0.05, 0.02], [0.00, 0.05, 0.00]]}

=====

> Which formula does entry 2 have?

C25H24F3N5O3